## a
ORCA calculation (ωB97M-V with the def2-TZVPD basis set) on a 2-piece molecular cluster, C7H17NO overall.

CARTESIAN COORDINATES (ANGSTROEM)
C (2.1312, 0.1466, -0.9881)
C (3.4494, -0.2895, -0.2291)
C (0.9460, -0.0035, 1.2360)
C (0.2467, 2.0006, -1.9783)
C (0.2058, 1.5598, -0.5348)
O (-0.7952, 1.7350, 0.1507)
N (1.1170, 0.6432, -0.0678)
H (2.4652, 0.9261, -1.6509)
H (1.8817, -0.8095, -1.4602)
H (3.7660, 0.6487, 0.2283)
H (4.2433, -0.4980, -0.9434)
H (0.4253, -0.9287, 0.9824)
H (-0.3910, 2.8899, -1.9672)
H (3.1925, -1.1620, 0.3538)
H (1.9255, -0.2559, 1.6157)
H (0.3821, 0.6481, 1.8890)
H (1.1951, 2.3904, -2.3131)
H (-0.4108, 1.3317, -2.5297)
C (-3.0766, -0.6816, 0.6362)
C (-3.4109, -2.0365, 1.3038)
H (-2.0846, -0.7268, 0.1946)
H (-3.9133, -0.4847, -0.0211)
H (-2.9827, 0.0362, 1.4481)
H (-2.9012, -2.1411, 2.2671)
H (-3.1475, -2.9498, 0.7761)
H (-4.4591, -1.9889, 1.6018)

The calculation puts the LUMO energy at 0.02988 hartree. The value obtained for the orbital gap is 9.755 eV. As for the SMILES: CCN(C)C(C)=O.CC.

---

## b
ORCA calculation (ωB97M-V with the def2-TZVPD basis set) on a 3-piece molecular cluster, C7H17NO overall.

CARTESIAN COORDINATES (ANGSTROEM)
C (-0.4792, -0.3439, -0.2476)
C (1.5581, 1.4384, -0.1457)
C (0.3734, 0.0412, 0.8040)
C (-1.3589, -1.8326, 1.0299)
C (0.0391, -1.0856, -1.4497)
C (0.8541, 2.3949, -1.0711)
C (-2.0953, -1.2186, 2.1926)
N (2.7191, 0.8505, -0.7370)
O (-1.5178, 0.5219, -0.5116)
H (-1.6826, 0.5722, -1.4625)
H (1.8415, 1.9282, 0.7867)
H (2.5282, 0.3761, -1.6122)
H (3.2049, 0.2165, -0.1124)
H (-0.0722, 0.6421, 1.5899)
H (1.1404, -0.6643, 1.0972)
H (-0.6409, -2.5988, 1.3244)
H (-2.0301, -2.2461, 0.2739)
H (0.3371, -0.3942, -2.2436)
H (-0.7513, -1.7135, -1.8717)
H (0.8890, -1.7151, -1.1882)
H (-0.0410, 2.8063, -0.6014)
H (0.5743, 1.9223, -2.0197)
H (1.4967, 3.2471, -1.3389)
H (-2.8527, -1.8908, 2.6237)
H (-1.4117, -0.9462, 3.0039)
H (-2.6222, -0.3078, 1.8870)

The calculation puts the LUMO energy at 0.02830 hartree. The value obtained for the orbital gap is 7.330 eV.

---

## c
ORCA calculation (ωB97M-V with the def2-TZVPD basis set) on C7H17NO as an isolated structure.

CARTESIAN COORDINATES (ANGSTROEM)
C (-0.5316, -0.8791, -0.0824)
C (-0.1465, -0.0321, -1.1830)
C (0.6778, 1.2763, 0.0095)
C (-1.6649, -0.4686, 0.8188)
C (0.4250, -1.8735, 0.5325)
C (-0.3090, 2.3922, 0.2947)
C (1.5216, 0.9282, 1.2174)
N (0.7955, -0.4331, -2.1345)
O (-1.5750, -1.9149, -1.2661)
H (-1.0133, -2.5043, -1.7894)
H (-0.9441, 0.5700, -1.6050)
H (1.3476, 1.5932, -0.7925)
H (1.3303, -1.2628, -1.9201)
H (0.4250, -0.4698, -3.0735)
H (-2.2539, -1.3600, 1.0422)
H (-1.3044, -0.0488, 1.7617)
H (-2.3367, 0.2362, 0.3285)
H (0.6863, -1.6094, 1.5580)
H (-0.0756, -2.8425, 0.5776)
H (1.3497, -2.0065, -0.0317)
H (-0.9843, 2.1523, 1.1179)
H (0.2290, 3.3042, 0.5848)
H (-0.9095, 2.6479, -0.5821)
H (2.0850, 1.8127, 1.5436)
H (0.9126, 0.6332, 2.0765)
H (2.2636, 0.1591, 0.9965)

The calculation puts the LUMO energy at 0.03047 hartree. The value obtained for the orbital gap is 8.792 eV.

---

Bottom line: a, by a margin of 168.3 kJ/mol.

---

## a
ORCA calculation (ωB97M-V with the def2-TZVPD basis set) on a single C22H27N3O5S2 molecule.

CARTESIAN COORDINATES (ANGSTROEM)
O (-2.8842, -0.5746, 1.2615)
C (-2.6931, -1.2531, 0.2794)
N (-1.9767, -0.8647, -0.8058)
C (-1.1173, 0.2579, -0.8092)
C (0.2293, 0.0275, -1.0370)
C (1.1358, 1.0660, -0.9868)
C (0.7085, 2.3499, -0.6994)
C (-0.6305, 2.5901, -0.4777)
C (-1.5897, 1.5647, -0.5457)
N (-2.9203, 1.8227, -0.3382)
C (-3.3514, 3.0082, 0.3697)
H (-2.5993, 3.2913, 1.1051)
C (-4.6545, 2.6751, 1.1076)
H (-5.0499, 3.5610, 1.6069)
O (-5.6559, 2.2402, 0.2184)
C (-5.2352, 1.0749, -0.4497)
H (-6.0473, 0.7926, -1.1221)
C (-3.9479, 1.3376, -1.2369)
H (-3.6209, 0.4335, -1.7451)
H (-4.1567, 2.1105, -1.9942)
H (-5.0599, 0.2728, 0.2809)
H (-4.4463, 1.8899, 1.8483)
H (-3.5299, 3.8454, -0.3226)
H (-0.9529, 3.6012, -0.2895)
H (1.4276, 3.1540, -0.6925)
S (2.8543, 0.7157, -1.2830)
O (2.9683, -0.4027, -2.1733)
O (3.5144, 1.9405, -1.6507)
N (3.3417, 0.1650, 0.2362)
C (3.4432, 1.1987, 1.2485)
H (2.5986, 1.8764, 1.1251)
C (4.7691, 1.9616, 1.1438)
H (4.8969, 2.6342, 1.9938)
O (5.8661, 1.0731, 1.1776)
C (5.7950, 0.1437, 0.1172)
H (6.6812, -0.4870, 0.2058)
C (4.5153, -0.6897, 0.2150)
H (4.4142, -1.3522, -0.6435)
H (4.5227, -1.2698, 1.1434)
H (5.8074, 0.6700, -0.8483)
H (4.7792, 2.5353, 0.2074)
H (3.3720, 0.7088, 2.2256)
H (0.5925, -0.9670, -1.2458)
H (-1.7499, -1.5921, -1.4759)
C (-3.3170, -2.6372, 0.1436)
H (-4.2590, -2.5560, -0.4031)
H (-3.5293, -3.0390, 1.1348)
S (-2.3246, -3.8210, -0.8236)
C (-0.6844, -3.5802, -0.1697)
C (-0.4494, -3.1427, 1.1244)
C (0.8546, -2.9569, 1.5495)
C (1.9163, -3.2172, 0.7011)
C (1.6763, -3.6642, -0.5880)
C (0.3783, -3.8437, -1.0267)
H (0.1763, -4.1865, -2.0305)
H (2.4982, -3.8609, -1.2584)
H (2.9288, -3.0769, 1.0432)
H (1.0350, -2.6108, 2.5560)
H (-1.2638, -2.9442, 1.8029)

The calculation puts the LUMO energy at 0.01871 hartree. The value obtained for the orbital gap is 8.624 eV. As for the SMILES: O=C(CSc1ccccc1)Nc1cc(S(=O)(=O)N2CCOCC2)ccc1N1CCOCC1.

---

## b
ORCA calculation (ωB97M-V with the def2-TZVPD basis set) on a single C22H27N3O5S2 molecule.

CARTESIAN COORDINATES (ANGSTROEM)
O (-0.5248, -1.8133, 2.7524)
C (0.6062, -1.5420, 2.4209)
N (1.0126, -0.3818, 1.8429)
C (0.2025, 0.5516, 1.1870)
C (-1.1665, 0.6080, 1.3970)
C (-1.9503, 1.4010, 0.5808)
C (-1.3922, 2.1477, -0.4348)
C (-0.0171, 2.1577, -0.5967)
C (0.8100, 1.3946, 0.2254)
N (2.2020, 1.3609, 0.1093)
C (2.9927, 1.8076, 1.2515)
H (2.4543, 1.6337, 2.1826)
C (3.3090, 3.3059, 1.1404)
H (3.9689, 3.6185, 1.9509)
O (3.9892, 3.5981, -0.0574)
C (3.2045, 3.2462, -1.1748)
H (3.8105, 3.4662, -2.0552)
C (2.8372, 1.7560, -1.1347)
H (2.1939, 1.4872, -1.9720)
H (3.7652, 1.1776, -1.2077)
H (2.2982, 3.8699, -1.1958)
H (2.3703, 3.8806, 1.1921)
H (3.9334, 1.2454, 1.2559)
H (0.4108, 2.7732, -1.3714)
H (-2.0355, 2.7443, -1.0609)
S (-3.7280, 1.4033, 0.8131)
O (-4.0092, 1.2961, 2.2121)
O (-4.2585, 2.5088, 0.0695)
N (-4.3216, 0.0298, 0.0961)
C (-4.2107, -1.2417, 0.7716)
H (-4.0833, -1.0372, 1.8336)
C (-3.0443, -2.0698, 0.2231)
H (-3.0923, -3.0910, 0.6037)
O (-3.1036, -2.1745, -1.1872)
C (-3.0824, -0.9037, -1.7991)
H (-3.1268, -1.0862, -2.8744)
C (-4.2763, -0.0592, -1.3426)
H (-4.2224, 0.9570, -1.7307)
H (-5.2038, -0.5304, -1.6881)
H (-2.1391, -0.3885, -1.5543)
H (-2.0860, -1.6202, 0.5171)
H (-5.1485, -1.7885, 0.6183)
H (-1.6275, 0.0269, 2.1772)
H (1.9797, -0.3672, 1.5329)
C (1.7458, -2.5270, 2.6578)
H (1.3371, -3.5341, 2.7463)
H (2.2554, -2.2801, 3.5913)
S (3.0555, -2.4824, 1.3903)
C (2.1380, -2.3902, -0.1337)
C (0.8368, -2.8504, -0.2649)
C (0.1778, -2.6929, -1.4724)
C (0.8148, -2.0943, -2.5460)
C (2.1264, -1.6662, -2.4195)
C (2.7883, -1.8094, -1.2156)
H (3.8092, -1.4785, -1.1010)
H (2.6352, -1.2139, -3.2578)
H (0.2912, -1.9710, -3.4818)
H (-0.8397, -3.0393, -1.5694)
H (0.3278, -3.3289, 0.5568)

The calculation puts the LUMO energy at 0.01578 hartree. The value obtained for the orbital gap is 8.719 eV. As for the SMILES: O=C(CSc1ccccc1)Nc1cc(S(=O)(=O)N2CCOCC2)ccc1N1CCOCC1.

---

Bottom line: b, by a margin of 20.4 kJ/mol.

---

## a
ORCA calculation (ωB97M-V with the def2-TZVPD basis set) on a 2-piece molecular cluster, C3H5PS overall.

CARTESIAN COORDINATES (ANGSTROEM)
C (0.9113, -0.0539, -0.5428)
C (-0.3466, 0.0065, -0.0543)
C (-2.5792, -0.6745, -0.0209)
P (2.2317, 1.0860, 0.0287)
S (-3.6159, 0.4844, 0.0879)
H (1.1876, -0.7173, -1.3528)
H (-0.5803, 0.7055, 0.7332)
H (-2.6617, -1.7398, -0.0182)
H (3.2629, 0.1835, -0.2351)
H (2.1902, 0.7197, 1.3742)

The calculation puts the LUMO energy (alpha / beta) at -0.02037 / -0.02036 hartree. The value obtained for the orbital gap (alpha / beta) is 7.699 / 7.700 eV.

---

## b
ORCA calculation (ωB97M-V with the def2-TZVPD basis set) on a single C3H5PS molecule.

CARTESIAN COORDINATES (ANGSTROEM)
C (0.4708, -0.3342, 0.5502)
C (-0.7284, 0.3002, -0.1334)
C (0.6717, 0.7593, -0.4441)
P (1.0730, 2.4804, -0.0907)
S (1.8451, 3.2242, -1.8663)
H (0.5917, -0.2577, 1.6682)
H (0.5538, -1.3164, 0.2338)
H (-1.4116, -0.4067, -0.5388)
H (-1.2699, 1.0337, 0.3046)
H (1.0638, 0.5260, -1.4792)

The calculation puts the LUMO energy (alpha / beta) at -0.05578 / -0.05579 hartree. The value obtained for the orbital gap (alpha / beta) is 7.359 / 7.358 eV. As for the SMILES: S=PC1CC1.

---

Bottom line: b, by a margin of 326.1 kJ/mol.